i) 17
Properties=species:S:1:pos:R:3:nbo_charge:R:1 method="wB97M-V/def2-TZVPD" e_lumo_ev="-3.39 / -9.03" multiplicity=2 total_charge=+1
C 0.625 0.056 0.733 -0.39
C 0.219 -0.243 -0.703 0.09
C 0.379 -1.823 -1.028 -0.64
O 0.974 0.457 -1.637 -0.72
C -0.243 1.335 1.234 -0.29
N -1.749 1.286 1.371 -0.32
H 0.719 -0.788 1.517 0.27
H 1.585 0.490 0.533 0.28
H -0.846 -0.033 -1.022 0.16
H 1.426 -2.234 -0.792 0.23
H 0.603 -1.868 -2.152 0.24
H -0.340 -2.429 -0.507 0.23
H 0.719 0.135 -2.578 0.50
H 0.288 1.552 2.239 0.32
H -0.007 2.174 0.531 0.26
H -2.309 1.552 0.575 0.41
H -2.040 0.382 1.686 0.40



ii) 17
Properties=species:S:1:pos:R:3:nbo_charge:R:1 method="wB97M-V/def2-TZVPD" e_lumo_ev="-4.36 / -9.07" multiplicity=2 total_charge=+1
C 1.711 -3.051 -0.875 -0.60
C 0.446 -2.178 -0.991 -0.61
H 2.204 -3.169 -1.847 0.21
H 2.461 -2.647 -0.197 0.20
H 1.430 -4.064 -0.585 0.21
H 0.719 -1.158 -1.279 0.17
H 0.051 -2.147 0.022 0.19
H -0.166 -2.549 -1.805 0.22
C 0.029 1.407 1.774 -0.67
C -0.688 1.434 0.456 0.63
O -1.351 0.414 0.110 -0.03
N -0.571 2.412 -0.379 -0.69
H -0.373 0.635 2.415 0.29
H -0.024 2.412 2.195 0.28
H -1.105 2.453 -1.242 0.45
H -0.114 3.268 -0.090 0.45
H 1.067 1.186 1.523 0.29



iii) 17
Properties=species:S:1:pos:R:3:nbo_charge:R:1 method="wB97M-V/def2-TZVPD" e_lumo_ev="-5.92 / -9.44" multiplicity=2 total_charge=+1
C 1.258 1.799 0.391 -0.61
C -0.045 0.958 0.162 -0.40
C -0.346 0.791 -1.326 -0.28
C -0.743 -1.534 -1.269 0.00
N -0.122 -0.586 -1.819 0.08
H 2.114 1.265 0.020 0.23
H 1.329 2.685 -0.251 0.23
H 1.260 2.203 1.427 0.25
H -0.749 1.276 0.854 0.26
H 0.195 -0.138 0.559 0.19
H 0.388 1.498 -1.942 0.27
H -1.203 1.165 -1.654 0.25
H -1.475 -1.693 -0.585 0.27
H -0.880 -2.328 -1.960 0.27
H 0.406 -1.000 2.286 0.44
H -1.027 -1.231 2.683 0.46
O -0.030 -1.460 2.943 -0.89



Least stable: iii)



i) 20
Properties=species:S:1:pos:R:3:nbo_charge:R:1 method="wB97M-V/def2-TZVPD" e_lumo_ev=-0.07 smiles="CCC1=CN2C(=S)C[C@@]2(C#N)S1"
C -2.849 0.790 0.833 -0.60
C -2.333 0.565 -0.617 -0.44
C -0.888 0.171 -0.581 -0.14
C 0.178 0.785 -1.076 -0.06
N 1.383 0.158 -0.679 -0.42
C 2.521 0.529 0.090 0.08
S 3.570 1.685 -0.180 0.03
C 2.357 -0.711 0.970 -0.48
C 1.284 -1.112 -0.008 -0.08
C 1.674 -2.283 -0.710 0.24
N 1.899 -3.146 -1.447 -0.25
S -0.519 -1.230 0.461 0.27
H -2.774 -0.149 1.503 0.21
H -3.697 1.340 1.046 0.22
H -2.170 1.441 1.280 0.21
H -2.444 1.457 -1.126 0.22
H -3.044 -0.039 -1.052 0.22
H 0.382 1.642 -1.836 0.26
H 3.180 -1.400 1.085 0.25
H 2.289 -0.494 2.045 0.27



ii) 20
Properties=species:S:1:pos:R:3:nbo_charge:R:1 method="wB97M-V/def2-TZVPD" e_lumo_ev=-0.32 smiles=c1ccc(-c2nncs2)cc1.S
C 1.879 -1.550 1.076 -0.21
C 1.143 -0.678 1.757 -0.21
C 0.509 0.414 1.167 -0.17
C 0.572 0.529 -0.200 -0.11
C -0.140 1.508 -0.962 0.06
N -1.056 2.325 -0.467 -0.28
N -1.476 3.228 -1.259 -0.23
C -0.963 3.162 -2.428 -0.18
S 0.151 1.883 -2.672 0.38
C 1.449 -0.331 -0.984 -0.19
C 2.104 -1.341 -0.297 -0.20
H 2.296 -2.505 1.521 0.22
H 0.933 -0.985 2.825 0.22
H -0.084 1.033 1.746 0.23
H -1.318 3.877 -3.116 0.23
H 1.665 -0.154 -2.083 0.22
H 2.908 -1.974 -0.739 0.22
S -2.991 -0.161 -0.607 -0.28
H -2.458 0.932 -0.424 0.13
H -2.648 -0.510 0.682 0.14



Least stable: i)



i) 5
Properties=species:S:1:pos:R:3:nbo_charge:R:1 method="wB97M-V/def2-TZVPD" e_lumo_ev="-1.81 / -1.80"
N -0.104 -0.783 0.174 -0.46
O 2.343 -0.224 -0.234 -0.83
O -1.312 0.683 -0.103 -0.63
S 0.987 0.261 -0.181 1.45
H -1.914 0.063 0.344 0.48



ii) 5
Properties=species:S:1:pos:R:3:nbo_charge:R:1 method="wB97M-V/def2-TZVPD" e_lumo_ev=-1.03 smiles="N#S(=O)O"
N 1.591 0.142 2.656 -0.80
S 1.038 0.486 1.383 1.97
O 1.235 1.627 0.522 -0.86
O -0.097 -0.521 0.555 -0.81
H -0.233 0.204 -0.200 0.51



Least stable: i)



i) 24
Properties=species:S:1:pos:R:3:nbo_charge:R:1 method="wB97M-V/def2-TZVPD" e_lumo_ev=-3.47 total_charge=+1
C -1.317 -0.224 0.514 0.75
C -0.444 0.354 -2.425 0.20
C 1.255 -0.583 0.248 -0.03
C 1.072 0.837 0.755 -0.03
C -2.124 -1.476 0.185 -0.71
C 1.543 -1.672 1.212 -0.66
C 1.443 1.999 -0.098 -0.63
N -1.217 1.191 -2.132 -0.68
N -0.055 -0.006 0.244 -0.39
O -2.114 0.720 0.893 -0.61
S 0.212 -0.932 -2.932 0.06
H 1.588 -0.774 -0.909 0.26
H 1.065 0.883 1.883 0.24
H -2.264 -2.196 0.980 0.28
H -3.192 -1.187 -0.124 0.27
H -1.751 -1.947 -0.678 0.26
H 1.122 -1.407 2.116 0.22
H 2.543 -1.553 1.600 0.25
H 1.410 -2.690 0.699 0.25
H 2.432 2.235 -0.050 0.25
H 0.902 2.949 0.257 0.23
H 1.323 1.805 -1.121 0.23
H -1.839 1.597 1.136 0.52
H -1.592 2.077 -2.251 0.45



ii) 24
Properties=species:S:1:pos:R:3:nbo_charge:R:1 method="wB97M-V/def2-TZVPD" e_lumo_ev="-3.67 / -3.38" total_charge=+1
C -1.315 -0.692 0.885 -0.28
C 0.052 -1.400 -1.251 -0.24
C 1.847 -0.412 0.069 -0.28
C -1.267 0.969 -1.226 -0.05
C 0.466 1.928 -0.156 -0.16
C -0.588 -0.202 -0.409 -0.11
C 0.687 0.500 0.123 0.13
N -0.615 -0.004 1.963 -0.61
N 1.192 -1.755 -0.412 -0.52
O -0.352 1.917 -1.298 -0.49
S -1.399 1.332 2.453 0.34
H -2.361 -0.724 0.886 0.22
H -1.142 -1.769 1.021 0.18
H -0.550 -2.264 -1.517 0.25
H 0.414 -0.904 -2.181 0.24
H 2.449 -0.105 -0.781 0.23
H 2.481 -0.279 0.875 0.27
H -1.485 0.662 -2.325 0.20
H -2.179 1.228 -0.711 0.18
H 0.071 2.283 0.775 0.21
H 1.363 2.559 -0.243 0.23
H 0.827 -2.163 0.485 0.44
H 2.024 -2.409 -0.699 0.47
H -0.620 1.706 3.674 0.16



Least stable: ii)



i) 50
Properties=species:S:1:pos:R:3:nbo_charge:R:1 method="wB97M-V/def2-TZVPD" e_lumo_ev=-5.15
C -5.433 1.379 0.661 -0.27
C -4.600 2.399 0.537 0.10
N -3.769 3.579 0.950 -0.54
S -4.089 4.764 -0.333 0.14
C -2.301 3.283 0.811 -0.20
C -1.886 1.773 1.279 0.75
O -0.962 1.147 0.607 -0.74
O -2.417 1.113 2.393 -0.69
C -1.478 4.280 1.766 0.05
C 0.004 4.792 1.480 -0.27
C 0.849 5.721 2.409 0.01
N 0.296 6.214 3.642 -0.45
C -1.046 5.795 3.936 0.01
C -2.040 4.880 3.146 -0.25
H -6.157 0.486 0.781 0.27
H -4.816 5.798 0.283 0.14
H -1.977 3.402 -0.287 0.23
H 0.501 4.434 0.493 0.22
H 1.928 6.009 2.116 0.22
H -1.465 6.187 4.952 0.20
H -3.093 4.606 3.526 0.26
C 1.572 -4.568 0.041 -0.63
C 1.924 -4.071 -1.393 0.09
C 3.251 -3.273 -1.373 -0.39
C 3.123 -1.882 -0.760 -0.42
C 1.996 -1.101 -1.425 -0.39
C 0.649 -1.862 -1.423 0.09
N 0.781 -3.262 -1.927 0.24
O 0.917 -3.205 -3.268 -0.15
C 0.069 -1.868 0.012 -0.67
C -0.390 -1.035 -2.230 -0.62
C 2.169 -5.382 -2.196 -0.61
H 1.847 -5.618 0.191 0.23
H 2.089 -4.003 0.819 0.23
H 0.499 -4.524 0.238 0.24
H 3.633 -3.162 -2.397 0.22
H 4.016 -3.841 -0.826 0.25
H 2.955 -1.953 0.318 0.22
H 4.065 -1.341 -0.887 0.24
H 1.883 -0.137 -0.917 0.27
H 2.293 -0.866 -2.455 0.22
H -0.843 -2.470 0.067 0.22
H -0.194 -0.854 0.325 0.32
H 0.767 -2.237 0.764 0.21
H -0.064 -0.832 -3.255 0.22
H -0.558 -0.059 -1.763 0.28
H -1.355 -1.550 -2.273 0.23
H 1.260 -5.987 -2.252 0.23
H 2.943 -5.988 -1.714 0.23
H 2.522 -5.192 -3.214 0.23



ii) 50
Properties=species:S:1:pos:R:3:nbo_charge:R:1 method="wB97M-V/def2-TZVPD" e_lumo_ev=0.08 smiles="C[C@H]1CCCC[C@H]1NC(=O)CCCCn1c(=O)[nH]c2ccsc2c1=O"
C -0.888 -0.872 -2.478 -0.61
C -0.659 0.608 -2.777 -0.21
C -1.144 1.486 -1.622 -0.40
C -0.952 2.966 -1.939 -0.40
C 0.513 3.265 -2.240 -0.40
C 1.018 2.390 -3.385 -0.39
C 0.820 0.897 -3.096 -0.06
N 1.694 0.461 -2.032 -0.64
C 2.571 -0.562 -2.147 0.69
O 2.749 -1.175 -3.176 -0.63
C 3.280 -0.870 -0.835 -0.49
C 2.296 -1.535 0.136 -0.39
C 2.675 -1.314 1.598 -0.41
C 1.618 -1.879 2.552 -0.22
N 0.274 -1.430 2.196 -0.47
C -0.576 -2.377 1.649 0.80
O -0.280 -3.541 1.521 -0.62
N -1.810 -1.915 1.248 -0.59
C -2.197 -0.611 1.372 0.19
C -3.425 -0.029 0.987 -0.29
C -3.449 1.304 1.262 -0.36
S -2.008 1.885 1.987 0.51
C -1.323 0.298 1.933 -0.40
C -0.006 -0.074 2.388 0.66
O 0.810 0.675 2.880 -0.60
H -0.395 -1.162 -1.553 0.20
H -0.486 -1.488 -3.278 0.22
H -1.951 -1.078 -2.378 0.20
H -1.234 0.871 -3.671 0.20
H -0.595 1.233 -0.711 0.19
H -2.201 1.283 -1.433 0.21
H -1.290 3.571 -1.095 0.21
H -1.560 3.229 -2.807 0.19
H 1.112 3.093 -1.342 0.19
H 0.628 4.317 -2.510 0.21
H 2.078 2.581 -3.563 0.21
H 0.473 2.641 -4.297 0.20
H 1.119 0.310 -3.971 0.24
H 1.614 0.938 -1.149 0.39
H 4.127 -1.526 -1.034 0.23
H 3.653 0.062 -0.404 0.21
H 1.303 -1.109 -0.029 0.19
H 2.228 -2.603 -0.076 0.22
H 3.627 -1.796 1.820 0.21
H 2.781 -0.245 1.790 0.22
H 1.603 -2.969 2.511 0.24
H 1.827 -1.545 3.570 0.22
H -2.431 -2.602 0.844 0.43
H -4.234 -0.571 0.534 0.23
H -4.251 1.989 1.073 0.24



Least stable: i)



i) 70
Properties=species:S:1:pos:R:3:nbo_charge:R:1 method="wB97M-V/def2-TZVPD" e_lumo_ev="-1.95 / -1.95"
Pt 0.121 0.429 0.010 0.55
C 0.753 -1.225 4.036 -0.65
C 2.220 -1.394 3.757 0.03
C 2.985 -2.193 4.602 -0.20
C 4.359 -2.294 4.456 -0.19
C 4.997 -1.585 3.451 -0.22
C 4.250 -0.808 2.580 -0.21
C 2.864 -0.720 2.704 -0.36
P 1.870 0.339 1.583 0.96
C 3.176 1.059 0.494 -0.39
C 3.851 2.176 0.984 -0.14
C 4.889 2.774 0.290 -0.22
C 5.279 2.240 -0.922 -0.19
C 4.600 1.149 -1.440 -0.23
C 3.542 0.536 -0.773 0.08
C 2.552 -1.912 -0.879 -0.44
C 1.289 1.613 2.729 -0.43
C 2.054 2.143 3.770 -0.19
C 1.525 3.124 4.588 -0.24
C 0.222 3.563 4.370 -0.18
C -0.552 2.997 3.373 -0.24
C -0.044 1.988 2.550 0.13
C -0.928 1.263 1.566 -0.72
H 0.374 -2.053 4.634 0.22
H 0.169 -1.174 3.118 0.23
H 0.576 -0.298 4.585 0.23
H 2.488 -2.729 5.401 0.21
H 4.930 -2.917 5.132 0.22
H 6.072 -1.641 3.334 0.22
H 4.759 -0.276 1.786 0.23
H 3.553 2.595 1.934 0.21
H 5.385 3.644 0.701 0.22
H 6.095 2.677 -1.483 0.22
H 4.895 0.770 -2.406 0.23
H 2.065 -2.536 -1.627 0.22
H 1.837 -1.817 -0.058 0.24
H 3.533 -3.685 -0.241 0.23
H 3.064 1.784 3.934 0.22
H 2.119 3.546 5.388 0.22
H -0.197 4.339 4.998 0.21
H -1.577 3.320 3.235 0.21
H -1.721 1.939 1.245 0.20
H -1.420 0.441 2.105 0.22
S -0.810 -3.150 1.266 -0.29
S -0.334 -4.072 -0.350 0.12
S -0.994 -2.858 -1.880 0.17
S -1.793 -1.333 -1.075 -0.09
C 5.320 -2.124 -2.341 -0.26
C 5.083 -2.563 -1.107 -0.13
C 3.795 -2.625 -0.349 -0.46
C 2.748 -0.545 -1.556 0.09
C 3.275 -0.807 -2.948 -0.20
C 4.355 -1.519 -3.259 -0.22
N 1.365 0.072 -1.659 -0.21
N 1.109 0.694 -2.703 -0.14
C -0.112 1.390 -2.663 0.05
C -0.537 2.015 -3.831 -0.18
C -1.735 2.704 -3.822 -0.25
C -2.475 2.759 -2.644 -0.17
C -2.033 2.139 -1.482 -0.26
C -0.830 1.438 -1.455 -0.22
H 6.329 -2.232 -2.726 0.21
H 5.926 -2.981 -0.564 0.20
H 4.002 -2.299 0.668 0.23
H 2.677 -0.402 -3.752 0.24
H 4.579 -1.631 -4.315 0.21
H 0.076 1.946 -4.721 0.22
H -2.093 3.194 -4.716 0.22
H -3.416 3.296 -2.633 0.21
H -2.646 2.204 -0.593 0.21



ii) 70
Properties=species:S:1:pos:R:3:nbo_charge:R:1 method="wB97M-V/def2-TZVPD" e_lumo_ev=-0.66
Pt -0.480 0.409 -1.581 0.75
C 2.202 -1.841 2.776 -0.65
C 0.786 -1.333 2.890 0.02
C 0.180 -1.382 4.144 -0.22
C -1.096 -0.886 4.366 -0.17
C -1.806 -0.321 3.321 -0.22
C -1.228 -0.269 2.064 -0.17
C 0.049 -0.773 1.832 -0.40
P 0.665 -0.680 0.128 1.14
C 2.416 -0.202 0.204 -0.28
C 3.326 -0.918 -0.571 -0.22
C 4.654 -0.531 -0.647 -0.20
C 5.080 0.584 0.055 -0.19
C 4.178 1.296 0.828 -0.20
C 2.841 0.927 0.919 -0.03
C 1.927 1.740 1.795 -0.63
C 0.635 -2.367 -0.525 -0.44
C 0.617 -3.545 0.210 -0.18
C 0.573 -4.763 -0.451 -0.22
C 0.552 -4.794 -1.839 -0.18
C 0.537 -3.614 -2.569 -0.24
C 0.557 -2.386 -1.915 0.10
C 0.476 -1.083 -2.652 -0.61
H 2.408 -2.537 3.589 0.22
H 2.918 -1.020 2.849 0.23
H 2.406 -2.347 1.835 0.23
H 0.733 -1.817 4.967 0.21
H -1.528 -0.940 5.356 0.22
H -2.802 0.075 3.474 0.22
H -1.777 0.167 1.247 0.23
H 2.998 -1.790 -1.121 0.22
H 5.346 -1.094 -1.259 0.22
H 6.112 0.904 -0.002 0.22
H 4.512 2.173 1.371 0.21
H 2.308 2.755 1.898 0.23
H 1.846 1.308 2.795 0.23
H 0.913 1.797 1.402 0.21
H 0.602 -3.519 1.292 0.22
H 0.542 -5.685 0.115 0.22
H 0.517 -5.744 -2.357 0.22
H 0.477 -3.640 -3.650 0.22
H -0.054 -1.194 -3.597 0.24
H 1.479 -0.716 -2.879 0.24
S 1.301 1.986 -2.057 -0.38
S 1.647 1.535 -3.996 -0.01
S -0.166 2.010 -4.851 -0.06
S -1.580 1.159 -3.547 -0.35
C -1.319 6.074 -0.420 -0.20
C -0.303 5.223 -0.011 -0.20
C -0.467 3.850 -0.104 -0.21
C -1.661 3.336 -0.579 0.18
C -2.680 4.179 -1.004 -0.21
C -2.503 5.549 -0.923 -0.21
N -1.833 1.915 -0.660 -0.22
N -3.002 1.534 -0.458 -0.13
C -3.225 0.166 -0.684 0.05
C -4.495 -0.312 -0.367 -0.18
C -4.787 -1.642 -0.587 -0.24
C -3.808 -2.461 -1.140 -0.16
C -2.548 -1.971 -1.459 -0.27
C -2.212 -0.643 -1.221 -0.22
H -1.183 7.146 -0.362 0.22
H 0.628 5.626 0.365 0.21
H 0.330 3.186 0.186 0.22
H -3.586 3.754 -1.411 0.23
H -3.288 6.211 -1.265 0.22
H -5.226 0.377 0.036 0.23
H -5.764 -2.039 -0.348 0.22
H -4.032 -3.503 -1.336 0.21
H -1.834 -2.649 -1.904 0.22



Least stable: i)